251
Properties=species:S:1:pos:R:3:forces:R:3:mulliken_spin:R:1 method="wB97M-V/def2-TZVPD" homo_ev="-6.77 / -8.58" charge=0 multiplicity=8
C -10.556936 -19.554274 10.828844 0.526 0.336 0.647 0.002
O -11.151375 -19.123564 9.865489 -0.600 -0.273 -0.677 0.000
N -10.530170 -20.804149 11.317357 -0.754 -1.847 -0.578 0.001
C -9.877961 -21.142620 12.576361 -0.200 -0.193 0.000 0.005
C -11.361221 -21.869554 10.658728 0.395 0.787 -0.006 0.045
H -9.939259 -18.881719 11.421899 0.358 0.221 0.346 -0.002
H -9.017326 -21.816295 12.486528 -0.046 0.087 -0.467 0.002
H -10.599506 -21.673402 13.204627 -0.004 0.223 0.132 0.003
H -9.527739 -20.244691 13.082917 -0.125 0.097 -0.003 -0.004
H -11.702196 -21.467682 9.706151 0.273 0.062 0.057 -0.001
H -10.855167 -22.821888 10.463884 0.336 0.507 0.244 -0.025
H -12.261525 -22.102629 11.218321 -0.134 0.167 0.513 -0.004
C -15.792745 -16.872560 9.679637 -0.523 -1.228 0.725 0.000
O -16.567028 -17.035939 10.623396 0.745 -0.009 -0.822 0.000
N -15.031703 -17.840894 9.087140 -0.727 -0.340 0.716 0.000
C -13.954791 -17.481304 8.189712 -0.363 -0.129 -0.106 0.001
C -14.932308 -19.171728 9.698511 -0.622 0.350 -0.345 0.000
H -15.684928 -15.903804 9.208852 0.173 0.531 -0.291 0.000
H -13.932637 -18.114917 7.285430 -0.205 0.406 0.333 -0.002
H -13.003311 -17.589994 8.692943 0.411 -0.072 0.138 0.000
H -14.119698 -16.434235 7.978236 0.263 0.243 -0.596 0.001
H -13.882356 -19.284482 9.917173 0.317 -0.467 0.670 0.000
H -15.634244 -19.267924 10.533347 0.551 0.403 0.166 0.000
H -15.226831 -19.985682 9.034668 0.099 0.197 -0.524 0.000
C -8.195152 -17.576513 13.091141 -0.450 0.916 0.121 0.000
O -7.482021 -18.066167 12.228968 -0.466 0.134 0.450 -0.001
N -8.204533 -17.894692 14.416445 0.696 -0.462 -0.983 0.000
C -8.958530 -17.071489 15.350718 0.822 -0.476 0.402 0.002
C -7.131839 -18.818224 14.841738 -0.427 0.775 1.167 -0.001
H -8.929435 -16.731462 12.893159 0.515 -0.770 -0.168 0.000
H -8.297963 -16.326851 15.801828 -0.109 0.150 0.006 0.000
H -9.383214 -17.659772 16.166725 0.037 -0.165 -0.178 -0.001
H -9.765939 -16.592947 14.826817 -0.286 0.289 -0.222 0.000
H -7.571414 -19.789913 15.107000 0.315 0.182 -0.006 0.000
H -6.417512 -18.917394 14.025263 -0.170 -0.086 0.093 0.000
H -6.617436 -18.368086 15.732598 -0.412 -0.538 -0.691 0.000
C -14.643534 -21.628431 6.422167 -0.386 -2.042 0.191 0.000
O -13.788759 -20.782739 6.287692 -0.155 0.210 0.326 0.000
N -14.664741 -22.640948 7.386625 0.068 1.741 -1.365 0.000
C -13.520370 -22.669656 8.237119 0.371 0.513 0.186 -0.002
C -15.576056 -23.766967 7.293391 -0.356 1.689 0.658 0.000
H -15.458699 -21.764429 5.689129 -0.149 0.237 0.176 0.000
H -13.044383 -21.701616 8.157869 -0.074 0.377 0.167 0.000
H -12.771074 -23.334984 7.865289 0.488 -0.921 0.007 0.007
H -13.741091 -22.853872 9.277807 -0.244 -0.313 0.258 0.001
H -16.311836 -23.478164 6.542662 -0.074 -0.511 -0.051 0.000
H -15.062037 -24.671364 7.080948 0.431 -0.874 -0.511 0.000
H -16.076942 -23.881811 8.256462 -0.144 -0.104 -0.049 0.000
C -12.058056 -19.343711 15.173052 -1.835 1.446 0.000 0.081
C -13.415354 -19.096871 16.025218 4.198 -0.885 1.638 -0.024
C -14.056579 -17.736155 15.784290 -0.964 -1.968 -0.967 0.004
C -14.806794 -17.850621 14.467547 -1.708 1.099 -0.489 -0.010
C -15.866106 -18.942296 14.633786 0.174 -0.642 0.312 0.009
C -15.236751 -20.311235 14.685166 -1.015 -2.627 0.675 -0.010
N -14.209869 -20.306803 15.828377 -1.601 0.761 -2.198 0.461
O -13.591166 -21.386991 15.996129 0.197 -0.899 0.612 0.450
C -16.366308 -21.403911 15.078926 1.153 2.113 -1.220 0.020
C -14.570955 -20.848760 13.363233 -0.748 0.737 1.238 0.042
C -12.892089 -19.176226 17.537520 -2.968 1.632 -1.605 0.013
H -11.599619 -20.239804 15.624924 0.194 0.737 -0.478 -0.003
H -11.515422 -18.356067 15.232484 -0.014 -1.379 -0.032 -0.006
H -12.364824 -19.525429 14.123664 0.616 0.036 0.461 -0.011
H -14.829667 -17.568587 16.539506 0.337 0.298 0.222 -0.001
H -13.291994 -16.988878 15.787068 0.381 0.536 0.151 -0.001
H -14.218199 -17.957715 13.553934 0.357 -0.480 0.288 -0.001
H -15.356944 -16.938650 14.234488 0.031 0.333 0.259 0.000
H -16.690006 -18.994546 13.952385 0.028 0.372 -1.392 0.000
H -16.488822 -18.834208 15.534592 0.705 0.343 0.448 -0.012
H -16.643129 -21.161266 16.090638 -0.114 -0.639 0.576 -0.003
H -17.235491 -21.160864 14.442302 0.318 -0.356 0.125 0.000
H -15.979108 -22.398853 14.852668 -0.316 0.113 0.554 0.001
H -13.967962 -21.713451 13.673589 -0.044 0.381 -0.445 -0.009
H -15.325064 -21.124034 12.594094 0.404 0.182 0.624 -0.003
H -13.988232 -20.007626 13.025497 0.569 -0.170 -0.761 -0.005
H -12.116878 -19.863041 17.745151 0.562 -0.730 0.137 -0.001
H -13.856098 -19.379810 18.016551 0.538 -0.347 0.789 0.001
H -12.666323 -18.146645 17.791084 0.559 0.067 0.323 0.000
C -8.114929 -24.408655 10.500621 -1.704 -1.466 -1.084 -0.052
C -8.369088 -25.412554 9.332156 0.833 0.174 1.875 0.055
C -7.880466 -26.804551 9.756242 1.252 -1.295 -0.278 0.010
C -8.541501 -27.957609 9.000910 0.941 -0.627 0.102 -0.014
C -10.039910 -27.829026 9.213652 0.569 -0.048 -1.928 0.033
C -10.492409 -26.555445 8.368481 -2.402 -1.611 2.023 0.003
N -9.801402 -25.527617 9.151286 -3.476 6.283 -2.319 0.384
O -10.441806 -24.182494 8.883355 2.724 -5.070 0.986 0.549
C -10.292218 -26.561998 6.856017 0.464 0.991 1.164 0.017
C -12.073517 -26.390336 8.624274 2.495 1.345 0.347 -0.044
C -7.642349 -24.865976 8.120944 0.307 -1.746 -0.560 0.005
H -8.614782 -24.888784 11.356551 -0.261 0.925 -0.011 -0.003
H -8.554301 -23.485375 10.078752 0.502 -0.028 1.173 0.004
H -7.076216 -24.439430 10.727565 0.978 0.561 -0.048 0.019
H -6.787959 -26.921740 9.648019 -0.205 0.582 -0.256 0.000
H -7.998663 -27.130859 10.817523 -0.476 1.124 -0.384 -0.001
H -8.065429 -28.869323 9.411106 -0.696 0.127 0.105 -0.001
H -8.289387 -28.080876 7.918554 -0.208 0.638 0.670 -0.001
H -10.280341 -27.637864 10.260045 -0.081 -0.159 -0.114 -0.026
H -10.457914 -28.772711 8.876956 -0.760 0.099 -0.076 0.000
H -11.049883 -27.168753 6.380224 0.039 -0.276 -0.121 -0.001
H -10.414326 -25.509850 6.548554 0.130 -0.421 -0.177 0.003
H -9.285142 -26.895162 6.687920 0.263 -0.186 -0.887 0.002
H -12.562371 -27.291233 8.298393 -0.314 -0.304 0.078 -0.003
H -12.127857 -26.168709 9.705562 -0.685 -0.301 -0.455 0.034
H -12.395236 -25.496329 8.059298 -0.105 -0.603 0.313 0.007
H -6.568806 -24.983654 8.316092 -0.135 0.685 0.045 0.002
H -7.970649 -23.860075 7.862829 0.242 -0.178 0.069 0.015
H -7.806093 -25.589527 7.309727 -0.087 0.609 -0.274 0.006
C -8.713931 -20.616698 7.671129 -1.330 -1.664 -0.111 0.003
C -8.531123 -20.914634 6.177577 2.906 0.420 1.402 -0.062
C -9.250091 -22.144562 5.806775 -0.346 -2.640 0.483 0.044
C -10.771192 -22.037707 5.663280 0.167 -1.331 0.199 -0.037
C -11.032501 -20.968697 4.619575 0.210 0.474 0.841 0.064
C -10.441151 -19.609501 5.191146 -0.194 1.764 -2.364 -0.065
N -9.024696 -19.797973 5.430363 -0.874 -1.362 -0.303 0.556
O -8.317691 -18.789628 5.428325 1.638 2.390 -0.197 0.424
C -10.502722 -18.508442 4.010322 0.579 -1.646 1.509 0.007
C -11.181523 -18.923429 6.394241 -1.461 -1.415 -1.790 0.051
C -6.968093 -21.114860 5.930700 -1.376 -1.154 0.520 0.012
H -8.188631 -19.781768 8.091589 0.459 0.263 -0.079 0.007
H -8.503191 -21.584730 8.170652 0.178 0.683 0.246 0.040
H -9.785680 -20.453384 7.782846 0.220 0.014 0.636 -0.014
H -8.823482 -22.649665 4.931953 -0.130 0.702 -0.587 -0.004
H -8.994873 -22.949049 6.526846 -0.405 0.656 0.137 -0.004
H -11.295166 -21.930200 6.630698 0.340 0.492 -0.385 -0.012
H -11.074271 -23.054072 5.333958 -0.179 0.544 -0.139 -0.006
H -12.114073 -20.814848 4.433509 0.679 -0.202 -0.203 0.001
H -10.440832 -21.365034 3.724763 -0.972 1.238 0.720 -0.010
H -9.772723 -18.779287 3.238038 -0.448 0.098 -0.034 0.002
H -11.529091 -18.604611 3.719380 -0.502 0.453 -0.757 0.000
H -10.257786 -17.525245 4.408946 -0.151 -0.073 -0.132 0.001
H -10.836435 -17.889139 6.650787 -0.156 -1.190 -0.227 0.000
H -12.245146 -18.968829 6.000144 1.027 0.761 0.674 0.002
H -11.219628 -19.646919 7.192008 -0.015 0.492 0.764 -0.012
H -6.735714 -22.148436 6.252247 -0.235 0.220 -0.068 0.004
H -6.274579 -20.508238 6.527089 -0.489 0.444 -0.583 0.011
H -6.841534 -21.122218 4.861940 0.633 0.457 -0.416 -0.013
C -6.773186 -22.880265 15.168867 -0.987 -0.980 -1.181 0.050
C -7.122740 -24.407386 15.381231 -0.164 0.832 -1.597 -0.073
C -6.841671 -25.264553 14.126259 1.217 0.315 -1.912 0.053
C -5.276994 -25.380759 13.731773 -1.420 -0.853 3.049 -0.002
C -4.708123 -26.138930 15.018367 0.406 0.292 -1.314 0.036
C -4.924393 -25.435168 16.368589 0.571 -0.276 -0.979 -0.042
N -6.245233 -24.873303 16.363979 -1.335 0.786 7.534 0.407
O -6.603332 -24.491456 17.683229 1.032 -0.801 -4.266 0.504
C -4.827959 -26.364068 17.624530 0.365 1.050 -2.054 0.025
C -3.902280 -24.297356 16.556923 -1.292 -0.357 -1.190 0.052
C -8.564084 -24.561497 15.914594 1.943 -1.782 -0.534 -0.003
H -5.722453 -22.773619 15.263861 0.975 0.283 -0.150 0.001
H -7.212647 -22.318136 15.981326 -0.313 0.221 0.018 -0.005
H -7.079605 -22.523472 14.151242 0.033 -0.137 0.936 0.004
H -7.302029 -26.264282 14.046703 0.162 0.239 0.870 0.001
H -7.290641 -24.746776 13.307334 -0.604 0.557 -0.694 0.010
H -4.867245 -24.372049 13.624022 0.157 -0.296 -0.255 0.003
H -5.054918 -26.038522 12.871701 -0.435 0.677 0.209 -0.004
H -3.646843 -26.322910 14.849812 0.206 0.066 0.295 -0.001
H -5.163702 -27.130839 15.000391 -0.211 -0.018 0.222 0.003
H -4.340549 -25.716711 18.341213 -0.362 -0.541 0.811 0.002
H -5.855630 -26.614705 17.795301 -0.099 -0.547 0.910 -0.008
H -4.204788 -27.201792 17.356325 0.204 -0.448 0.167 -0.001
H -2.966131 -24.823223 16.630005 0.705 0.482 0.288 -0.005
H -3.966843 -23.646948 15.672519 0.586 -0.114 0.272 0.001
H -4.257941 -23.748033 17.417421 0.538 0.172 0.387 -0.001
H -8.588311 -25.647298 16.124222 -0.647 0.392 -0.082 -0.018
H -9.268834 -24.280445 15.162790 -0.449 0.307 -0.248 -0.006
H -8.614684 -24.069190 16.856210 -0.464 0.627 0.444 0.027
C -9.608722 -14.949833 8.239044 3.597 -0.609 0.425 0.028
C -8.126155 -15.589932 8.536899 -2.049 1.714 -0.476 -0.045
C -8.265046 -17.004920 8.917794 -0.714 -1.006 -0.249 0.086
C -6.906015 -17.659627 8.977433 1.054 -0.549 0.101 -0.049
C -6.379328 -17.658366 7.505737 0.241 -0.067 0.994 0.067
C -6.216816 -16.263681 7.011415 1.796 2.204 -2.310 -0.019
N -7.352643 -15.361021 7.266643 -0.578 -5.758 4.748 0.397
O -7.465312 -14.273928 6.795786 0.291 5.132 -2.811 0.508
C -4.867762 -15.573212 7.545200 -1.956 -0.646 0.141 0.051
C -6.157508 -16.201425 5.430038 0.365 -1.988 1.893 0.026
C -7.518166 -14.773448 9.697098 -0.082 -0.415 -1.049 0.041
H -10.149494 -15.181513 9.130630 -0.923 -0.113 0.242 0.001
H -9.963439 -15.353907 7.293237 -0.346 0.131 0.205 -0.018
H -9.320528 -13.904327 8.200929 -0.910 0.247 -0.365 0.004
H -8.933914 -16.992804 9.800637 0.740 -0.501 -0.052 0.004
H -8.831520 -17.520480 8.128903 -0.095 -0.048 0.137 -0.031
H -6.922697 -18.666017 9.408336 -0.233 -0.078 -0.215 0.006
H -6.200622 -17.133177 9.662811 -0.467 -0.125 -0.557 -0.004
H -7.069010 -18.148474 6.809060 0.237 -0.297 0.520 -0.020
H -5.348125 -18.066986 7.400527 -0.803 -0.218 0.188 0.004
H -4.924919 -14.553919 7.192777 0.606 0.229 -0.662 -0.002
H -4.991619 -15.409728 8.623756 0.679 -0.681 -0.043 -0.005
H -3.991056 -16.178058 7.218679 -0.527 0.757 0.425 0.001
H -5.434703 -16.976811 5.114960 -0.141 0.502 -0.130 -0.002
H -7.157403 -16.527230 5.093738 0.517 0.701 -0.342 -0.012
H -5.798541 -15.206305 5.263656 -0.300 0.393 -1.050 0.002
H -6.517589 -15.124041 9.936473 0.070 0.224 0.025 -0.006
H -8.118818 -14.874538 10.604937 -0.129 0.324 -0.220 0.001
H -7.507499 -13.789144 9.244636 0.305 0.628 0.775 -0.004
C -4.131953 -21.012728 12.737292 -0.990 -0.074 -1.670 0.020
C -4.297765 -21.093913 11.222705 0.202 -1.005 -2.180 -0.068
C -3.862243 -19.750460 10.616482 -0.297 0.935 -1.178 0.057
C -3.685374 -19.731701 9.079020 0.170 -1.762 0.364 -0.029
C -2.607588 -20.784229 8.731909 -0.560 -0.273 -1.080 0.050
C -2.991770 -22.233135 9.097532 -1.419 -0.224 3.755 -0.069
N -3.563509 -22.215274 10.592988 2.259 -1.365 0.523 0.549
O -3.501185 -23.347635 11.259693 -0.420 1.892 -1.021 0.437
C -4.178685 -22.888539 8.344891 2.132 2.035 -1.751 0.054
C -1.794504 -23.191234 9.167907 -0.361 1.305 -1.229 0.005
C -5.780363 -21.502440 10.863484 0.895 2.266 1.791 0.013
H -4.510633 -19.991123 12.852126 -0.138 -0.355 1.159 0.000
H -3.117433 -21.112104 13.065232 0.536 -0.018 0.117 -0.016
H -4.758203 -21.826354 13.084738 -0.031 0.263 0.927 0.005
H -4.663040 -19.024711 10.796892 0.040 -0.025 0.493 -0.001
H -2.935959 -19.337831 11.064216 -0.394 -0.484 0.073 -0.010
H -3.335804 -18.790965 8.676175 -0.116 0.471 0.255 0.000
H -4.651668 -19.965449 8.592085 0.410 0.062 0.113 -0.003
H -1.663109 -20.455829 9.195233 -0.247 -0.464 0.054 -0.007
H -2.426908 -20.789025 7.637315 0.003 0.066 0.393 0.001
H -5.135774 -22.408711 8.451207 -0.200 -0.037 0.369 -0.023
H -3.867516 -22.672315 7.309682 -0.467 -0.645 -0.238 -0.004
H -4.161560 -23.931347 8.526708 -0.320 -0.958 0.244 0.003
H -2.084126 -24.146632 9.553174 -0.058 -0.310 0.568 0.004
H -1.581091 -23.349188 8.107902 0.701 -0.027 -0.006 0.000
H -0.955364 -22.716448 9.707292 -0.348 -0.480 -0.310 -0.007
H -6.296615 -20.722204 11.449538 -0.861 -0.578 -0.342 0.000
H -5.901661 -22.491763 11.276515 -0.341 -0.231 0.014 0.027
H -6.047884 -21.435392 9.820761 -0.009 0.065 -0.135 -0.002
C -10.400361 -26.806607 13.080899 -0.531 -1.197 2.085 0.026
C -11.765435 -27.328202 13.631058 -1.318 2.865 -2.092 -0.049
C -11.677978 -27.674344 15.079243 0.339 -1.459 0.456 0.033
C -11.578347 -26.542119 16.057779 -0.419 2.062 0.515 -0.043
C -12.890776 -25.698000 15.904543 1.058 -1.075 0.241 0.025
C -13.068055 -25.091327 14.570061 2.434 -0.161 -3.547 -0.050
N -12.703842 -26.115937 13.438785 -0.419 -1.035 3.546 0.579
O -13.119771 -25.835398 12.315971 -0.534 0.471 -2.389 0.428
C -14.466757 -24.562835 14.361829 0.902 -0.552 0.566 0.026
C -12.024369 -23.978278 14.168858 -1.629 1.057 2.618 -0.018
C -12.338000 -28.415333 12.687228 2.411 0.647 1.396 0.005
H -10.077688 -25.958380 13.699881 0.162 -0.287 -0.337 -0.020
H -10.461366 -26.543586 12.047606 -0.008 0.154 -0.615 0.008
H -9.770862 -27.682693 13.289743 0.619 0.454 -0.549 -0.005
H -12.498743 -28.288647 15.485313 -0.085 0.007 -0.774 -0.006
H -10.831401 -28.353564 15.003050 0.444 -0.167 1.028 0.002
H -10.714035 -25.864509 15.970713 -0.264 -0.403 -0.462 0.001
H -11.521746 -26.830619 17.111287 -0.074 -0.577 -0.224 -0.001
H -12.969248 -24.893834 16.608100 0.147 0.392 0.726 0.002
H -13.730540 -26.364935 16.068854 -0.306 -0.202 0.203 -0.002
H -15.084538 -25.336125 13.985581 -0.825 -1.030 0.000 -0.012
H -14.760905 -24.268114 15.375129 -0.499 0.643 -0.617 0.005
H -14.457856 -23.852370 13.561405 -0.222 0.954 0.086 0.012
H -12.359399 -23.086531 14.759287 0.661 -0.414 -0.016 0.032
H -10.993385 -24.229789 14.462574 -0.559 0.180 -0.654 -0.018
H -12.236057 -23.634232 13.166457 0.553 -0.570 -0.577 0.027
H -12.322517 -27.958624 11.717221 -0.624 -0.045 -0.552 0.012
H -13.291950 -28.635595 13.106932 -0.807 -0.763 -0.320 -0.010
H -11.584356 -29.230093 12.679120 -0.832 -0.015 0.112 0.000